[1]
C36H10F17GeINO2STc as an isolated structure in a non-equilibrium geometry. Source: the OMol25 dataset; level of theory: ωB97M-V/def2-TZVPD.

Structure (XYZ):
```
70
Properties=species:S:1:pos:R:3:forces:R:3
Tc -1.47025 -0.38631 0.63057 0.987 -1.661 0.140
F 2.72015 0.29492 3.91036 0.050 0.076 0.094
C 2.09418 -0.46085 3.01051 0.091 -0.140 -0.082
C 0.92354 0.00811 2.43901 -0.068 0.022 -0.084
C 0.29034 -0.78443 1.49186 -0.007 0.021 0.217
C 0.81934 -2.04271 1.12662 0.144 0.181 0.262
C 1.99609 -2.45737 1.73983 -0.226 0.040 -0.137
F 2.54191 -3.63731 1.42897 0.008 -0.031 -0.015
C 2.64970 -1.68246 2.67846 -0.015 0.137 0.073
C 0.07314 -2.77069 0.10293 -0.059 -0.171 -0.132
C 0.37369 -4.01462 -0.43264 0.030 0.150 0.148
C -0.42211 -4.53002 -1.43913 -0.116 0.052 -0.068
C -1.51390 -3.80671 -1.90476 -0.009 -0.087 -0.029
C -1.77862 -2.58807 -1.32969 -0.070 0.025 -0.033
N -1.00805 -2.08331 -0.35287 -0.026 0.053 -0.263
H 0.53091 0.97177 2.74055 -0.020 -0.034 0.020
H 3.56507 -2.02638 3.13963 -0.001 0.000 -0.001
H 1.22376 -4.56635 -0.06930 0.015 0.005 0.016
H -0.18918 -5.49667 -1.86455 0.004 -0.008 -0.007
H -2.15271 -4.18287 -2.68987 -0.001 0.003 0.003
H -2.62015 -1.97991 -1.63546 0.016 -0.001 -0.001
I -7.39867 -2.22475 6.96343 0.042 0.001 -0.045
C -5.94230 -2.20201 5.47503 -0.024 0.001 0.024
C -5.14806 -3.32605 5.27435 -0.038 0.012 0.035
C -4.18430 -3.30847 4.28501 0.027 0.021 -0.065
C -4.00839 -2.16937 3.50043 -0.061 0.039 0.036
C -4.80569 -1.04710 3.70940 0.046 -0.015 -0.012
C -5.77619 -1.06364 4.69520 -0.026 -0.004 0.030
C -2.96649 -2.21263 2.46078 0.340 0.015 -0.313
O -2.30716 -3.16831 2.15450 -0.061 0.016 0.111
O -2.77726 -1.01097 1.80258 -0.361 0.785 0.105
H -5.28356 -4.20651 5.88656 -0.002 0.005 -0.002
H -3.55877 -4.17303 4.10992 0.001 0.001 -0.001
H -4.67195 -0.16270 3.10241 0.007 -0.013 -0.003
H -6.40040 -0.19630 4.85769 0.003 -0.003 0.001
F 0.58702 2.18793 -4.82703 -0.004 0.031 -0.011
C 0.90463 0.95671 -4.42838 -0.025 -0.042 0.020
C 1.04425 0.66758 -3.08010 0.013 0.081 0.036
C 1.36845 -0.63564 -2.74767 -0.004 0.030 -0.050
F 1.52596 -0.95254 -1.45323 -0.052 -0.067 0.041
C 1.54474 -1.62649 -3.68852 0.003 -0.013 -0.030
F 1.84778 -2.87120 -3.32248 -0.011 0.025 -0.017
C 1.40003 -1.30629 -5.03168 -0.009 0.041 0.050
F 1.56188 -2.24009 -5.95055 0.004 -0.023 -0.024
C 1.08124 -0.00981 -5.40575 0.008 -0.032 0.042
F 0.94097 0.29328 -6.68665 -0.002 -0.001 -0.036
Ge 0.79858 1.97210 -1.66114 0.117 -0.046 0.304
S -1.13857 1.39544 -0.60668 -0.739 0.607 -0.313
C 2.18074 1.95212 -0.29224 0.001 -0.002 -0.117
C 3.39050 1.29023 -0.41583 -0.011 0.017 0.019
F 3.67745 0.61800 -1.53468 0.074 0.020 0.020
C 4.34469 1.31685 0.58598 -0.025 0.025 0.028
F 5.48982 0.66208 0.44667 0.030 -0.018 0.008
C 4.10147 2.04886 1.74002 0.012 0.001 -0.023
F 5.00609 2.08153 2.70256 -0.019 0.000 -0.031
C 2.91114 2.74612 1.88217 0.001 0.001 -0.006
F 2.67104 3.44826 2.98233 0.012 -0.037 -0.001
C 1.97488 2.67967 0.86812 -0.062 0.056 -0.011
F 0.81932 3.34281 1.03000 0.087 -0.003 0.019
C 0.58881 3.78769 -2.32341 0.005 -0.096 0.028
C -0.57635 4.52952 -2.39864 -0.060 -0.020 0.042
F -1.74170 4.00472 -2.01000 0.037 0.037 -0.018
C -0.58110 5.82730 -2.88065 -0.003 0.000 0.000
F -1.71060 6.51973 -2.93792 0.007 0.001 -0.002
C 0.60534 6.40279 -3.30863 0.004 -0.037 0.014
F 0.60726 7.63893 -3.77127 0.004 0.015 -0.007
C 1.78956 5.68011 -3.25973 -0.041 -0.001 0.005
F 2.92218 6.22265 -3.68304 0.004 -0.002 0.000
C 1.75387 4.38974 -2.77259 0.002 -0.048 -0.006
F 2.89093 3.67336 -2.75765 0.019 0.009 0.003
```
Forces are in eV/Å.

Output
- Total charge: +1
- Multiplicity: 2
- Energy above the lowest of the compared OMol25 structures with the same formula, charge and spin: 56.2 kJ/mol
- HOMO (spin up / spin down): -11.0704 / -11.0829 eV
- F_max: 1.94 eV Å⁻¹

***

[2]
C36H14BiBrF15GeN3S as an isolated structure. Source: the OMol25 dataset; level of theory: ωB97M-V/def2-TZVPD.

Structure (XYZ):
```
72
Properties=species:S:1:pos:R:3:forces:R:3
Bi -0.37716 -1.92985 -0.81579 0.087 0.055 0.234
Br 7.35394 -2.80170 -3.93172 0.011 -0.001 -0.005
C 5.83078 -2.97247 -2.82461 -0.007 0.001 0.003
C 4.67821 -2.26945 -3.13672 -0.006 -0.002 -0.001
C 3.56216 -2.40961 -2.33005 0.000 0.031 -0.007
C 3.60468 -3.21289 -1.19621 -0.023 -0.002 0.025
C 4.76336 -3.93167 -0.91105 -0.008 -0.018 0.008
C 5.87827 -3.81385 -1.72518 -0.006 0.003 -0.001
N 2.43582 -3.29383 -0.40120 0.028 -0.025 -0.071
C 2.54725 -3.42290 0.85085 0.016 0.049 0.026
C 1.36936 -3.58701 1.72426 0.006 -0.012 -0.001
C 1.55092 -3.99280 3.03488 0.003 -0.010 0.034
C 0.43808 -4.19559 3.83996 0.007 -0.001 0.010
C -0.81786 -3.97694 3.30922 -0.009 -0.002 -0.006
C -0.91692 -3.53820 1.99531 -0.013 0.006 -0.034
N 0.14766 -3.35678 1.22427 -0.029 0.057 0.064
H 4.65077 -1.62264 -4.00268 -0.001 -0.008 0.009
H 2.65282 -1.87513 -2.56508 0.004 0.000 0.001
H 4.78866 -4.61382 -0.07084 0.002 0.001 -0.001
H 6.77511 -4.37844 -1.51143 -0.005 0.002 -0.001
H 3.51595 -3.42838 1.35874 0.007 -0.017 0.008
H 2.55250 -4.14932 3.41341 -0.010 -0.001 -0.006
H 0.55711 -4.51421 4.86720 -0.001 0.001 -0.009
H -1.71399 -4.11817 3.89644 0.006 0.005 -0.006
H -1.86722 -3.29586 1.52546 0.007 -0.001 0.005
N -2.24904 -2.19662 -0.41798 -0.255 -0.304 -0.468
C -3.52066 -1.72638 -0.19471 0.145 0.184 0.261
C -3.76174 -0.50853 0.46530 -0.007 -0.017 0.083
C -5.05171 -0.04932 0.67439 -0.010 -0.002 0.000
C -6.14656 -0.79052 0.24504 0.017 0.004 -0.008
C -5.92345 -2.00670 -0.38945 0.010 0.009 -0.007
C -4.63635 -2.47239 -0.60551 0.005 -0.011 -0.056
H -2.91069 0.05746 0.82630 -0.006 -0.010 0.012
H -5.20392 0.89451 1.18722 0.001 -0.012 0.004
H -7.15395 -0.43042 0.40782 0.010 -0.002 -0.004
H -6.76482 -2.60048 -0.72661 0.007 0.003 0.002
H -4.46468 -3.41413 -1.11263 -0.008 0.011 0.016
F 2.19691 4.04170 1.17202 0.018 -0.009 -0.024
C 1.21250 3.86706 2.06469 -0.033 0.028 -0.019
C 0.17617 2.98739 1.81021 0.052 -0.045 -0.013
C -0.76723 2.83284 2.81305 0.017 -0.015 0.019
F -1.76870 1.95988 2.65311 -0.017 -0.003 -0.007
C -0.71741 3.54151 3.99736 -0.025 -0.009 0.012
F -1.64555 3.37530 4.93812 -0.004 -0.005 -0.005
C 0.32260 4.43103 4.20601 0.003 0.016 0.021
F 0.39131 5.11915 5.33988 -0.006 0.009 0.018
C 1.29614 4.59482 3.23853 0.000 0.002 -0.003
F 2.30399 5.44075 3.44735 0.012 0.004 -0.001
Ge 0.06170 1.81518 0.24208 -0.107 0.016 0.110
S 0.40044 -0.16598 1.06074 0.067 0.035 -0.130
C 1.28141 2.43468 -1.16938 0.045 -0.055 0.007
C 2.16071 1.62018 -1.85592 0.008 0.012 0.001
F 2.24118 0.31063 -1.57866 -0.012 -0.024 0.014
C 2.98048 2.09382 -2.86452 0.001 -0.005 -0.002
F 3.81534 1.27253 -3.50391 0.002 0.003 -0.009
C 2.92021 3.43036 -3.21318 0.010 0.010 -0.015
F 3.70059 3.90261 -4.17748 0.008 0.004 -0.018
C 2.03517 4.27421 -2.56239 -0.003 0.022 -0.004
F 1.96798 5.55778 -2.90787 -0.002 0.005 0.002
C 1.23247 3.76040 -1.56275 0.000 -0.004 -0.023
F 0.37300 4.59426 -0.95965 -0.012 -0.003 0.022
C -1.68572 2.01780 -0.65157 0.063 0.096 -0.095
C -2.71743 2.86229 -0.28258 -0.014 -0.001 0.057
F -2.58585 3.69869 0.75410 -0.003 -0.015 -0.027
C -3.92234 2.89516 -0.96321 -0.018 0.034 0.017
F -4.90031 3.70606 -0.56728 -0.015 0.005 0.015
C -4.11341 2.08438 -2.06663 -0.004 -0.019 -0.027
F -5.26663 2.10909 -2.71824 -0.031 -0.001 -0.015
C -3.08859 1.26078 -2.49729 -0.027 -0.025 -0.018
F -3.24552 0.49186 -3.57156 0.001 0.015 0.026
C -1.90900 1.26194 -1.78572 0.028 -0.052 -0.016
F -0.90931 0.46488 -2.25408 0.025 0.010 0.015
```
Forces are in eV/Å.

Output
- Total charge: 0
- Energy above the lowest of the compared OMol25 structures with the same formula, charge and spin: 106.5 kJ/mol
- HOMO: -7.2118 eV
- F_max: 0.61 eV Å⁻¹

***

[3]
C36H18Cl3F5N4O5SSeY as an isolated structure. Source: the OMol25 dataset; level of theory: ωB97M-V/def2-TZVPD.

Structure (XYZ):
```
74
Properties=species:S:1:pos:R:3:forces:R:3
Y -0.17646 0.26529 0.06643 -0.115 -0.015 0.025
C 2.81977 -1.03101 3.62904 0.016 -0.003 0.024
C 3.87444 -1.69939 3.03454 0.005 -0.007 0.022
C 3.86076 -1.86876 1.66468 -0.006 0.002 -0.032
C 2.80513 -1.35793 0.91100 -0.013 0.014 0.008
N 1.78035 -0.70875 1.49236 0.031 -0.018 0.006
C 1.80055 -0.56346 2.82159 -0.014 -0.004 -0.030
C 2.82380 -1.56818 -0.55688 -0.010 -0.022 -0.015
C 4.01828 -1.41413 -1.25458 0.003 0.000 0.027
C 4.09392 -1.65715 -2.61510 -0.010 -0.001 -0.013
C 2.95890 -2.07460 -3.29561 0.000 0.003 0.014
C 1.76185 -2.23234 -2.61909 0.003 -0.009 0.002
C 1.68415 -1.98487 -1.25147 0.034 -0.003 -0.086
H 2.76464 -0.88334 4.69822 -0.006 0.001 -0.001
H 4.68592 -2.09909 3.62965 0.002 -0.003 -0.006
H 4.64323 -2.41911 1.16210 0.004 0.001 0.007
H 0.94705 -0.06756 3.25883 0.000 0.008 -0.002
H 4.89225 -1.05924 -0.72246 0.006 -0.001 -0.011
H 5.02464 -1.49690 -3.14267 -0.001 -0.001 -0.002
H 2.99732 -2.25973 -4.36194 0.008 0.000 0.000
H 0.86567 -2.53706 -3.14393 -0.009 -0.001 0.007
O 2.74321 1.92603 -2.65983 0.019 0.009 0.012
C 1.76845 1.40064 -2.15244 -0.001 0.006 0.023
O 1.53881 1.21976 -0.90276 -0.005 0.019 -0.098
C 0.67143 0.86864 -3.06969 -0.067 -0.096 -0.066
C 0.76113 1.08730 -4.46221 0.054 0.057 0.036
C -0.21286 0.58920 -5.26667 -0.014 -0.008 -0.036
C -1.26787 -0.16674 -4.70189 -0.014 -0.018 0.021
C -2.29878 -0.74305 -5.47965 -0.001 0.004 0.003
C -3.27147 -1.49657 -4.88792 -0.004 -0.002 -0.025
C -3.24714 -1.71815 -3.49483 0.006 -0.001 0.032
C -2.26989 -1.16478 -2.71763 -0.005 -0.001 -0.033
C -1.26781 -0.36049 -3.30485 0.051 0.015 0.034
N -0.30201 0.19458 -2.50925 -0.022 0.021 0.039
H 1.60777 1.65073 -4.82631 -0.008 0.000 -0.008
H -0.19216 0.74728 -6.33921 0.000 0.003 0.002
H -2.29712 -0.57770 -6.55079 -0.001 -0.004 0.000
H -4.05824 -1.93698 -5.48703 0.001 -0.001 0.001
H -4.00344 -2.34236 -3.03625 -0.001 0.004 0.000
H -2.22609 -1.37581 -1.65905 -0.007 -0.011 -0.006
O 0.28451 2.21722 1.41841 -0.013 0.013 0.002
C -0.55706 1.93543 2.28762 -0.053 0.056 0.045
N -1.02127 0.68523 2.41406 -0.034 -0.023 0.060
S -2.04391 0.53933 3.67940 0.009 -0.066 0.002
O -3.35001 0.11322 3.26680 -0.012 0.025 -0.016
O -1.40731 -0.18725 4.74651 0.008 0.013 -0.019
C -2.04980 2.26904 4.07869 -0.016 0.005 0.002
C -2.77125 2.94721 5.03852 -0.008 0.028 0.004
C -2.57516 4.32086 5.12428 0.008 -0.013 -0.003
C -1.68574 4.97599 4.27479 -0.006 0.013 0.003
C -0.96735 4.27453 3.31567 0.011 -0.029 -0.014
C -1.16636 2.90903 3.23522 0.019 0.011 0.031
H -3.46736 2.43518 5.68908 0.005 -0.011 -0.006
H -3.12877 4.89133 5.85905 0.005 0.010 -0.003
H -1.56258 6.04777 4.36162 0.004 0.000 -0.003
H -0.28119 4.76093 2.63546 -0.003 0.019 0.009
F -7.11013 -1.51825 1.00957 0.003 -0.002 -0.007
C -6.08368 -0.74171 0.63779 -0.030 0.012 -0.005
C -4.78375 -1.18946 0.76330 0.022 -0.034 0.007
F -4.54007 -2.40042 1.26300 -0.001 0.007 -0.005
C -3.75307 -0.35792 0.37527 -0.006 0.019 0.001
F -2.49503 -0.84426 0.52356 -0.009 -0.019 -0.021
C -3.93229 0.91616 -0.13373 -0.014 0.020 -0.006
Se -2.48305 2.03910 -0.61274 0.092 -0.025 0.016
C -5.25745 1.32664 -0.25116 0.023 -0.009 0.000
F -5.54885 2.54033 -0.73842 -0.002 0.001 0.005
C -6.31618 0.52262 0.12544 0.003 0.011 -0.004
F -7.57797 0.95840 -0.00329 -0.005 -0.002 0.002
Cl -0.71366 -4.74856 -2.11700 0.010 0.022 0.018
C -0.10023 -4.31669 -0.49216 0.171 -0.104 -0.011
Cl -0.97094 -5.28603 0.71627 -0.022 0.025 0.021
Cl 1.65013 -4.84354 -0.36832 -0.117 0.033 -0.029
C -0.42473 -2.84934 -0.28160 -0.082 0.109 0.047
N 0.41845 -1.93666 -0.61206 0.133 -0.050 0.001
```
Forces are in eV/Å.

Output
- Total charge: -1
- Energy above the lowest of the compared OMol25 structures with the same formula, charge and spin: 0.0 kJ/mol
- HOMO: -4.9684 eV
- F_max: 0.20 eV Å⁻¹

***

Look up the total charge of the first one. +1

***

Which of these has the lowest F_max? C36H18Cl3F5N4O5SSeY

***

Which formula does entry 1 have? C36H10F17GeINO2STc

***

Which value of energy above the lowest of the compared OMol25 structures with the same formula, charge and spin does entry 1 give? 56.2 kJ/mol